No. 1
DFT (ωB97M-V/def2-TZVPD) results for C21H14CdClF4N4O5 as an isolated structure.

Each line ends with the natural charge from an NBO analysis.
Element x y z (Å)
Cd 0.1811 1.0311 -0.3234  1.694
C -1.5081 -1.6208 1.9126  -0.195
C -2.7083 -1.0448 1.8660  -0.205
C -3.0447 -0.7293 0.4618  -0.187
C -2.0505 -1.1268 -0.3367  -0.257
C -0.9879 -1.7909 0.5035  0.011
H -0.9611 -1.9219 2.7918  0.227
H -3.3359 -0.8057 2.7116  0.220
H -3.9633 -0.2573 0.1436  0.222
H -1.9956 -1.0566 -1.4137  0.240
H -0.9499 -2.8554 0.2503  0.224
O 0.5026 0.6424 3.3515  -0.799
Cl 0.3795 1.7473 2.4653  2.531
O 0.4184 2.9919 3.1361  -0.773
O 1.4524 1.6828 1.4388  -0.931
O -0.8650 1.6261 1.6727  -0.926
C 1.6930 -2.5516 1.7017  -0.648
C 1.4916 -2.0412 0.2842  0.286
C 2.6062 -1.0996 -0.1293  -0.651
C 1.3606 -3.1726 -0.7231  -0.654
O 0.2885 -1.1955 0.2559  -0.645
H 2.6318 -3.1036 1.7603  0.223
H 0.8908 -3.2306 1.9962  0.205
H 1.7301 -1.7177 2.4040  0.236
H 3.5604 -1.6259 -0.1213  0.235
H 2.6839 -0.2555 0.5574  0.234
H 2.4464 -0.7394 -1.1491  0.228
H 2.3264 -3.6699 -0.8194  0.231
H 1.0889 -2.7946 -1.7087  0.246
H 0.6397 -3.9309 -0.4153  0.204
F 2.9571 0.2054 -6.2316  -0.315
C 3.4306 0.9123 -5.1917  0.395
C 4.5645 1.6703 -5.3758  0.285
F 5.1175 1.6528 -6.5988  -0.303
C 5.1311 2.4786 -4.3689  -0.056
C 4.4202 2.4279 -3.1537  0.280
C 3.2940 1.6587 -2.9834  0.381
F 2.7093 1.6673 -1.7482  -0.358
C 2.7426 0.8675 -3.9843  -0.220
C 1.5140 0.0765 -3.7742  -0.462
C 0.5164 0.6186 -3.0463  0.443
N -0.3111 1.1371 -2.3668  -0.782
C 1.3791 -1.2799 -4.1690  0.310
N 1.2442 -2.3878 -4.4633  -0.389
F 4.8658 3.1077 -2.0844  -0.304
C 6.3105 3.2658 -4.5580  -0.503
C 7.1934 3.0687 -5.6470  0.315
N 7.9575 2.9329 -6.5045  -0.428
C 6.6823 4.3025 -3.6685  0.315
N 7.0155 5.1721 -2.9825  -0.429

Results
LUMO ... 1.355 eV
Orbital gap ... 0.198 Eh
Charge ... -1
E_HOMO ... -4.036 eV

=====

No. 2
DFT (ωB97M-V/def2-TZVPD) results for C21H14ClFeN3O2S as an isolated structure.

Each line ends with the natural charge from an NBO analysis.
Element x y z (Å)
Fe -0.1719 -0.7295 -0.9751  1.184
Cl -5.9781 3.4535 -0.9183  0.036
C -4.7266 2.2749 -1.1048  -0.075
C -5.0638 0.9630 -1.4606  -0.166
C -4.0900 0.0074 -1.6244  -0.206
C -2.7400 0.3340 -1.4354  0.374
O -1.8290 -0.6014 -1.6195  -0.645
C -2.4054 1.6542 -1.0660  -0.224
C -1.0497 2.0458 -0.8576  0.239
N -0.0283 1.2679 -0.9868  -0.519
C 1.2854 1.7601 -0.8023  0.104
C 1.6796 3.0716 -0.8243  -0.190
C 3.0222 3.4120 -0.5602  -0.182
C 3.9571 2.4504 -0.3071  -0.168
C 3.5949 1.0841 -0.3544  -0.103
C 4.5072 0.0220 -0.1676  -0.073
C 4.0738 -1.2666 -0.2878  -0.265
C 2.7281 -1.5129 -0.6054  0.107
N 1.8457 -0.5486 -0.7690  -0.493
C 2.2585 0.7484 -0.6278  0.225
C -3.4170 2.6202 -0.9076  -0.151
H -6.1054 0.7090 -1.6044  0.242
H -4.3411 -1.0072 -1.9003  0.235
H -0.8864 3.0835 -0.5725  0.193
H 0.9766 3.8607 -1.0532  0.227
H 3.3048 4.4556 -0.5605  0.237
H 4.9833 2.7170 -0.0913  0.233
H 5.5427 0.2437 0.0583  0.236
H 4.7440 -2.1036 -0.1582  0.245
H 2.3683 -2.5233 -0.7437  0.233
H -3.1574 3.6366 -0.6399  0.231
O -0.4392 -0.6766 0.8500  -0.508
N -0.4035 -1.8621 1.4965  -0.005
C -0.4949 -1.8018 2.8436  0.039
C -0.5003 -2.9492 3.5807  -0.246
C -0.4105 -4.1785 2.9177  -0.136
C -0.3153 -4.2098 1.5501  -0.226
C -0.3100 -3.0188 0.8092  0.039
S -0.2008 -2.9540 -0.9071  -0.068
H -0.5660 -0.8022 3.2437  0.248
H -0.5750 -2.8873 4.6556  0.249
H -0.4188 -5.1012 3.4812  0.243
H -0.2475 -5.1409 1.0065  0.250

Results
⟨S²⟩ ... 0.81
Spin multiplicity ... 2
LUMO (alpha / beta) ... -4.009 / -3.887 eV
Orbital gap (alpha / beta) ... 0.259 / 0.261 Eh
Charge ... +1
E_HOMO (alpha / beta) ... -11.053 / -10.996 eV

=====

No. 3
DFT (ωB97M-V/def2-TZVPD) results for C21H14N3O7SbSe4Ti as an isolated structure in a non-equilibrium geometry.

Each line ends with the natural charge from an NBO analysis.
Element x y z (Å)
Ti 0.2074 -0.3889 -0.7639  0.949
O -3.6767 -2.2482 -1.7134  -0.677
C -4.1432 -2.1845 -0.4519  0.439
C -5.4519 -2.6002 -0.2092  -0.303
C -5.9843 -2.5344 1.0632  -0.183
C -5.2092 -2.0918 2.1275  -0.275
C -3.9059 -1.7075 1.9079  -0.128
C -3.3666 -1.7269 0.6244  -0.225
C -1.9947 -1.2678 0.4358  0.590
O -1.5899 -0.9026 -0.7491  -0.694
N -1.2051 -1.2737 1.4817  -0.399
N 0.0686 -0.9336 1.1304  -0.272
C 1.0413 -1.1172 1.9824  0.138
C 2.4162 -1.0403 1.6107  -0.193
C 3.4116 -1.4648 2.5030  -0.137
C 4.7333 -1.5184 2.1273  -0.256
C 5.0993 -1.1428 0.8397  -0.181
C 4.1549 -0.6820 -0.0522  -0.217
C 2.8118 -0.6006 0.3119  0.376
O 1.9296 -0.1220 -0.5396  -0.628
H -2.7432 -1.9528 -1.7216  0.518
H -6.0208 -2.9780 -1.0449  0.216
H -7.0104 -2.8322 1.2352  0.198
H -5.6224 -2.0417 3.1251  0.198
H -3.2747 -1.3693 2.7145  0.231
H 0.7879 -1.4615 2.9864  0.197
H 3.1007 -1.7715 3.4917  0.204
H 5.4795 -1.8747 2.8221  0.205
H 6.1272 -1.2205 0.5251  0.205
H 4.4206 -0.3729 -1.0541  0.211
O -0.3660 1.3900 -0.1944  -0.572
C -0.0230 1.6953 -1.3575  0.757
O 0.0829 0.8111 -2.2482  -0.563
C 0.3258 3.1220 -1.5515  -0.075
C 1.6668 3.4963 -1.4552  -0.142
C 2.0101 4.8132 -1.2547  -0.175
C 1.0066 5.7877 -1.1456  0.005
C -0.3365 5.4176 -1.3170  -0.166
C -0.6711 4.0965 -1.4913  -0.181
N 1.3315 7.1095 -0.8281  0.504
O 0.4101 7.9494 -0.7537  -0.395
O 2.5285 7.4016 -0.6287  -0.389
H 2.4350 2.7360 -1.5118  0.238
H 3.0396 5.1108 -1.1295  0.246
H -1.0902 6.1874 -1.2551  0.244
H -1.7094 3.8058 -1.5853  0.231
Se 0.5524 -5.8497 -3.6920  -0.806
Sb 0.9462 -4.9911 -1.4196  1.027
Se -0.5143 -6.3832 -0.0185  -0.836
Se 3.1960 -5.7642 -0.8008  -0.835
Se 0.5880 -2.5163 -1.1073  -0.227

Results
LUMO ... 1.613 eV
Orbital gap ... 0.084 Eh
Charge ... -2
E_HOMO ... -0.680 eV

=====

Electronic energy values, unit a.u., following the record order: -2430.98357; -3245.29368; -12195.14232.